31
Properties=species:S:1:pos:R:3 method="wB97M-V/def2-TZVPD" homo_lumo_gap_ev="5.99 / 6.00" charge=-1 multiplicity=5 lumo_energy_ev="2.3 / 2.3"
Al -1.32908 1.67380 -2.10736
Cl -3.24377 2.68522 -1.15081
C -2.07483 0.22476 -3.44228
C -0.86094 3.42528 -3.14554
H -1.80666 0.57343 -4.48926
H -1.61184 -0.76536 -3.22213
H -3.17838 0.21549 -3.25482
H -0.82593 3.16081 -4.24533
H 0.12475 3.79653 -2.76724
H -1.69964 4.11117 -2.86705
Ho 0.63533 0.21018 0.75925
C 1.67522 1.79638 2.09560
C 0.78935 0.85213 -1.47254
H 2.55376 2.22341 1.56097
H 0.86558 2.58965 2.11541
H 1.96868 1.55260 3.13471
H 1.47079 1.66850 -1.89259
H 0.98078 0.05129 -2.27041
C -0.92415 -1.75136 1.90347
C 0.60513 -1.90382 2.11760
C 0.93552 -3.16295 2.94564
C 1.42931 -1.92118 0.79446
H -1.31475 -2.59089 1.30725
H -1.31194 -0.77324 1.41713
H -1.40207 -1.76648 2.88955
H 0.96735 -1.04087 2.73377
H 0.66897 -4.08478 2.40612
H 2.00481 -3.19541 3.18297
H 0.38339 -3.13030 3.89514
H 2.51299 -2.06270 0.96902
H 1.01228 -2.66127 0.09930


56
Properties=species:S:1:pos:R:3 method="wB97M-V/def2-TZVPD" homo_lumo_gap_ev="7.24 / 3.15" charge=-1 de_lowest_ev=0.000 multiplicity=2 lumo_energy_ev="-1.1 / -5.1"
O -3.36752 -3.81881 -0.82641
C -2.68838 -3.80406 0.18992
O -2.16874 -2.73813 0.75423
B -1.43541 -3.14025 1.97909
O -1.49581 -4.63659 2.00952
C -2.26968 -5.09777 1.01935
O -2.71509 -6.27299 0.88536
O -2.04080 -2.61041 3.25469
C -1.12361 -1.89556 3.89577
O -1.24647 -1.40566 4.98524
C 0.23002 -2.05370 3.11834
O -0.02999 -2.78180 2.06695
O 1.32287 -1.60713 3.47452
O 2.42164 1.63222 2.78594
C 1.56215 1.25912 1.97899
O 1.80664 0.58363 0.91831
B 0.53119 0.44711 0.18546
O -0.55198 0.92808 1.04739
C 0.02095 1.41829 2.17367
O -0.55849 1.94575 3.10489
O 0.57340 1.04080 -1.11031
C 0.42742 0.08747 -2.09251
O 0.48070 0.32060 -3.30669
C 0.12513 -1.17280 -1.37342
O 0.25145 -0.95468 -0.05618
O -0.30421 -2.17344 -1.99272
O -0.37066 -2.16263 -5.03057
H -0.50934 -2.07573 -4.08746
H -1.22226 -1.96038 -5.41801
O 1.07213 -4.72830 -1.03420
H 0.30055 -4.21708 -1.27820
H 1.79969 -4.10946 -1.09687
O 5.25353 0.81304 1.88321
H 4.31599 0.95197 1.74922
H 5.57312 0.50013 1.03694
O -2.49945 3.74321 -0.16383
H -3.22502 4.05611 0.37644
H -2.56438 2.78906 -0.12361
O 2.14826 4.29273 1.18067
H 2.41245 3.97286 0.31805
H 2.34340 3.56845 1.77530
O -1.33553 2.63190 -5.00082
H -1.97204 2.06810 -4.56125
H -0.48633 2.24110 -4.79500
O -0.01450 2.89391 6.08857
H 0.23039 2.01699 5.79315
H -0.75080 3.13903 5.52821
O 2.04952 1.22415 -5.51447
H 1.37727 1.13038 -6.18940
H 1.82685 0.56178 -4.86031
O -3.31191 1.74993 1.62270
H -2.47879 1.42001 1.95930
H -3.56686 1.11727 0.95116
O 1.98672 3.12902 -3.04393
H 2.28764 3.45428 -3.89239
H 1.57297 2.28889 -3.24200


The electronic energy results, record by record, are as follows: -53536.7535; -63218.2077 eV.